# 1
The following is a DFT calculation (wB97M-V/def2-TZVPD) of a structure of composition C11H13N7O7Pt in a non-equilibrium geometry.

Values from the calculation:
**Multiplicity**: 1
**Frontier orbital gap**: 7.3 eV
**Energy above the lowest of the compared OMol25 structures with the same formula, charge and spin**: 0.0 kcal/mol

Element x y z (Å)
Pt: -0.107252 -1.051217 0.154670
C: -4.986924 0.898330 1.318259
N: -3.867301 0.929841 0.393008
C: -3.468822 2.263300 -0.020690
C: -2.885135 -0.028734 0.464214
N: -1.617625 0.218001 0.268174
N: -3.333289 -1.318174 0.683209
C: -2.611586 -2.478792 0.760815
N: -3.357445 -3.616665 0.918041
N: -1.305835 -2.517060 0.671084
H: -5.678571 1.693286 1.047494
H: -4.660536 1.056673 2.351631
H: -5.533861 -0.042164 1.265255
H: -4.359097 2.805272 -0.334995
H: -2.798310 2.196745 -0.874305
H: -2.978301 2.825433 0.779761
H: -1.348745 1.192028 0.162116
H: -4.335711 -1.437943 0.670281
H: -4.293824 -3.570555 1.279894
H: -2.847554 -4.451360 1.152406
H: -0.889293 -3.442994 0.724690
O: 3.437393 -3.088137 -0.218129
C: 2.629391 -2.176664 -0.191173
O: 1.397455 -2.369032 0.122175
C: 3.148026 -0.786929 -0.493097
C: 4.512553 -0.677250 -0.750805
C: 5.087855 0.549101 -1.058042
C: 4.328256 1.712440 -1.058990
C: 2.967611 1.627538 -0.784136
C: 2.317992 0.357575 -0.565251
O: 1.035645 0.359325 -0.517944
N: 2.195409 2.790267 -0.683989
O: 2.726896 3.858160 -1.019106
O: 1.008982 2.705994 -0.292846
N: 6.487308 0.619587 -1.364078
O: 6.958706 1.716752 -1.600936
O: 7.118945 -0.420094 -1.377782
H: 5.116284 -1.570690 -0.732089
H: 4.790309 2.668805 -1.248796

Atoms 1-2, force components in eV/Å:
0.503 -1.038 -0.118
-0.037 -0.107 0.222

***

# 2
The following is a DFT calculation (wB97M-V/def2-TZVPD) of a structure of composition C41H36Cl4N2O6SeSiW in a non-equilibrium geometry.

Values from the calculation:
**Multiplicity**: 1
**Frontier orbital gap (spin up / spin down)**: 6.5 / 6.5 eV
**Energy above the lowest of the compared OMol25 structures with the same formula, charge and spin**: 0.0 kcal/mol

Element x y z (Å)
W: 8.103064 5.619978 17.372161
C: 13.588773 4.456326 20.499401
O: 12.878336 3.206451 20.418456
C: 11.568153 3.179839 20.121921
C: 10.942533 1.887428 19.957953
C: 9.656007 1.735163 19.550414
C: 8.890855 2.890323 19.305992
C: 7.493168 2.881879 18.953754
C: 6.559575 1.803562 19.502119
O: 6.924673 3.767671 18.321233
C: 9.461873 4.166445 19.452935
O: 8.776273 5.297522 19.204036
C: 10.775294 4.288412 19.919827
H: 14.601215 4.224536 20.741366
H: 13.165135 5.047575 21.333524
H: 13.530361 5.028203 19.571378
H: 11.635642 1.086211 20.138743
H: 9.248341 0.745805 19.395450
H: 6.709216 1.775811 20.584375
H: 6.778266 0.818876 19.012663
H: 5.554204 2.133278 19.292738
H: 11.231330 5.293553 20.003276
C: 4.409802 6.008676 20.089427
Si: 5.893529 7.041424 19.482186
C: 5.528716 8.898449 19.610771
C: 7.011667 6.601906 20.951653
N: 6.313930 6.316465 17.892031
C: 5.200090 6.150036 17.039478
C: 4.084785 6.947005 17.147882
C: 3.011159 6.821950 16.271028
C: 3.056378 5.910812 15.223818
C: 4.193074 5.133023 15.085938
C: 5.230001 5.249505 15.995798
O: 6.475177 4.615221 15.883674
C: 6.659979 3.529371 15.011922
C: 7.232748 3.695383 13.793825
C: 7.444986 2.596533 12.993060
C: 6.995019 1.338596 13.384682
C: 6.377305 1.211925 14.621829
C: 6.240240 2.279582 15.477699
H: 3.459913 6.290867 19.645447
H: 4.316372 6.082163 21.133030
H: 4.615354 4.986714 19.853328
H: 6.414936 9.449072 19.785846
H: 4.864529 8.970819 20.488340
H: 5.079925 9.330634 18.722360
H: 6.982219 5.534625 21.081873
H: 6.547806 7.051991 21.815249
H: 8.042479 6.843778 20.969547
H: 4.034899 7.769173 17.848633
H: 2.128063 7.444811 16.404551
H: 2.267913 5.874673 14.500973
H: 4.318869 4.387314 14.283172
H: 7.615106 4.633193 13.478042
H: 7.887450 2.671490 11.994971
H: 7.146543 0.443926 12.780313
H: 6.010441 0.258424 15.004285
H: 5.773105 2.249866 16.444442
Cl: 14.804969 3.979623 16.385085
C: 13.074450 3.943811 16.406445
C: 12.323379 2.762404 16.064248
Cl: 13.171205 1.325734 15.678795
C: 10.944590 2.734436 16.176486
Cl: 9.991841 1.303518 15.970212
C: 10.279785 3.932401 16.461707
O: 8.905907 4.087620 16.548779
C: 10.968401 5.059034 16.814655
O: 10.212638 6.051450 17.187505
C: 12.418023 5.072105 16.815680
Cl: 13.289832 6.571514 17.163274
C: 7.890135 8.013437 12.974833
C: 8.858656 7.071111 13.275493
C: 8.996346 6.529546 14.543199
C: 8.119388 6.858932 15.578827
C: 7.181572 7.830428 15.272738
C: 7.002684 8.348257 13.987785
H: 7.895421 8.485944 12.017584
H: 9.693656 6.848279 12.604948
H: 9.831593 5.872795 14.712367
H: 6.617114 8.268868 16.089421
H: 6.284256 9.145443 13.805543
Se: 8.646484 8.159856 18.011888
C: 9.747781 8.412140 19.522001
C: 9.415610 9.242322 20.590032
C: 10.393258 9.457706 21.564232
N: 11.631715 9.004221 21.490592
C: 12.014815 8.303458 20.419900
C: 11.068006 7.980622 19.468796
H: 8.458611 9.745291 20.668120
H: 10.100050 10.010388 22.429304
H: 13.012801 7.872538 20.365574
H: 11.344539 7.477956 18.584545

Atoms 1-2, force components in eV/Å:
0.443 0.540 0.300
-1.482 0.270 0.547

***

# 3
The following is a DFT calculation (wB97M-V/def2-TZVPD) of a structure of composition C23H33F4MnN3O4PSe.

Values from the calculation:
**Multiplicity**: 5
**Frontier orbital gap (spin up / spin down)**: 6.7 / 8.8 eV
**Energy above the lowest of the compared OMol25 structures with the same formula, charge and spin**: 0.0 kcal/mol
**⟨S²⟩**: 6.175

Element x y z (Å)
Mn: 0.792414 -0.319673 1.019577
C: -1.100598 -2.299110 2.336314
N: -1.106745 -1.530207 1.084431
C: -1.232180 -2.451796 -0.051267
C: -2.181630 -0.523084 1.080088
C: -1.770230 0.699445 1.883440
N: -0.450619 1.080757 1.411179
C: -0.008346 2.383154 1.446779
C: 1.152668 2.676563 0.725915
F: 1.721719 1.644469 0.042684
C: 1.724036 3.923552 0.679582
F: 2.835880 4.106978 -0.037565
C: 1.146460 4.980392 1.363658
C: -0.003701 4.718755 2.076750
F: -0.588754 5.699034 2.775601
C: -0.572352 3.456654 2.132877
F: -1.656246 3.279652 2.904051
H: -2.007458 -2.910799 2.410690
H: -1.050008 -1.626026 3.189102
H: -0.222500 -2.943445 2.361576
H: -2.174664 -3.009868 0.001072
H: -0.394888 -3.148123 -0.041372
H: -1.203731 -1.889331 -0.983864
H: -3.119584 -0.953797 1.451881
H: -2.332901 -0.214780 0.044110
H: -1.775256 0.494055 2.960576
H: -2.494746 1.495912 1.708702
H: 1.576938 5.970062 1.337633
C: 3.501430 -5.219220 2.088839
C: 4.227818 -3.898834 1.886132
C: 5.399306 -4.061013 0.930210
C: 4.687689 -3.310475 3.208160
O: 3.244244 -2.944868 1.393235
P: 2.955401 -2.537913 -0.101527
O: 4.076684 -1.986427 -0.872243
O: 1.736542 -1.603058 0.079809
O: 2.358870 -3.890349 -0.710448
C: 2.274552 -4.174568 -2.135800
C: 1.736040 -2.968925 -2.892172
C: 3.653631 -4.568306 -2.641132
C: 1.307667 -5.342436 -2.223819
H: 4.175008 -5.949420 2.539965
H: 3.143812 -5.608950 1.136084
H: 2.646265 -5.079177 2.751332
H: 6.123472 -4.738489 1.384463
H: 5.878532 -3.104093 0.730093
H: 5.083591 -4.482671 -0.024406
H: 5.374530 -3.998112 3.704190
H: 3.832334 -3.133316 3.861318
H: 5.196606 -2.360605 3.044164
H: 2.426653 -2.127938 -2.828727
H: 0.770746 -2.661468 -2.486252
H: 1.605005 -3.230762 -3.942840
H: 4.365846 -3.763857 -2.462410
H: 3.607948 -4.773081 -3.712119
H: 3.999510 -5.470031 -2.132548
H: 0.344851 -5.073044 -1.786965
H: 1.701321 -6.204333 -1.684378
H: 1.151832 -5.624426 -3.265802
Se: 1.946111 -0.313999 3.068420
C: 1.040413 0.962555 4.164111
C: 1.525195 2.256928 4.298858
C: 0.903548 3.114046 5.196703
N: -0.140540 2.773021 5.947508
C: -0.596428 1.530078 5.812124
C: -0.045184 0.593579 4.949271
H: 2.375180 2.593170 3.718852
H: 1.268975 4.128525 5.317319
H: -1.443014 1.261618 6.434591
H: -0.444013 -0.411496 4.907980

Atoms 1-2, force components in eV/Å:
-0.503 -0.226 -0.110
0.015 -0.011 -0.013